No. 1
86
Properties=species:S:1:pos:R:3:forces:R:3:mulliken_charge:R:1 method="wB97M-V/def2-TZVPD" gap_ev=8.3 lumo_ev=-2.630 total_charge=+1 spin_multiplicity=1
H 2.757 -2.597 2.423 0.018 0.014 0.012 0.31
C 5.253 0.357 -1.091 -0.024 0.022 -0.001 1.05
C -4.916 0.128 -2.156 -0.024 0.009 -0.005 -0.64
C 2.214 -4.213 1.109 -0.051 0.137 -0.001 0.99
C -2.037 -2.678 3.052 -0.097 0.077 0.006 0.01
As -0.365 1.930 -1.339 -0.183 0.014 0.073 1.13
N 2.553 0.040 -0.315 -0.049 -0.097 0.196 0.48
C 6.682 0.515 -1.508 0.022 -0.005 -0.013 -1.39
C -0.523 5.136 3.194 0.082 0.049 -0.090 -0.70
H 4.664 2.400 -1.426 0.001 -0.011 0.002 0.40
O 0.610 2.776 -2.292 0.058 0.140 -0.103 -0.70
H 2.956 -4.442 -1.576 0.019 -0.004 -0.014 0.47
H -0.343 -5.316 -0.294 0.029 -0.013 0.016 0.64
C 0.713 4.337 1.272 0.063 0.033 -0.001 -0.64
C 2.646 -3.635 -3.536 -0.004 0.008 -0.027 -0.75
C 2.347 -3.791 -2.189 0.022 -0.010 0.013 -0.53
H -4.917 -3.280 -0.339 -0.028 0.004 -0.017 0.33
S -1.321 1.232 2.733 0.271 -0.026 -0.389 1.85
C -6.013 -0.715 -2.256 0.013 -0.050 0.043 -0.48
C 0.327 5.367 2.115 -0.047 -0.039 0.055 -0.61
H -0.320 -1.694 -2.019 -0.012 0.012 0.005 0.19
C -6.010 -1.944 -1.605 -0.013 0.084 -0.053 -0.76
O 0.639 2.036 0.690 -0.196 -0.361 -0.168 0.29
H -0.815 5.947 3.846 0.007 0.005 -0.006 0.42
H 3.068 -1.948 0.011 -0.009 0.032 0.033 0.94
C -2.886 -2.155 2.076 -0.037 -0.028 0.160 0.28
H -6.875 -0.413 -2.837 0.003 -0.005 0.000 0.40
C -3.802 -1.489 -0.761 0.000 -0.071 0.064 -0.16
H -3.955 -2.157 5.788 -0.002 0.001 -0.003 0.40
H -1.879 -3.811 -1.424 0.013 0.030 -0.023 0.47
C 3.421 -6.268 1.442 0.062 -0.042 0.045 -0.82
H 1.364 4.516 0.426 -0.009 0.012 0.010 0.45
C 1.889 -2.784 -4.330 -0.006 0.001 0.034 -0.63
C -2.426 -2.685 4.383 0.028 -0.014 -0.004 -0.92
C -0.623 2.832 2.570 -0.021 -0.254 -0.110 -0.04
H 7.353 0.181 -0.715 -0.012 0.002 0.001 0.35
H 2.129 -2.663 -5.377 0.001 -0.001 0.002 0.41
O -1.685 2.982 -0.852 -0.031 -0.110 0.051 -0.62
C 1.281 -3.099 -1.630 -0.086 0.075 0.015 0.86
H -5.447 -1.195 4.069 0.004 0.001 -0.001 0.41
C 3.044 1.227 -0.714 -0.032 -0.025 -0.075 -0.44
O -2.247 1.174 3.805 -0.053 0.008 0.024 -0.60
H -6.867 -2.600 -1.677 -0.001 0.004 -0.001 0.42
H -2.799 -4.484 -0.081 -0.037 0.013 0.009 0.65
H -4.917 1.089 -2.653 -0.005 -0.005 -0.004 0.45
C -0.663 -4.437 0.265 -0.053 0.076 -0.098 -0.95
Y 0.178 -0.163 0.687 0.109 0.441 0.262 0.65
C 0.256 3.045 1.497 -0.092 0.150 0.175 -0.49
H -1.688 3.647 4.229 0.011 0.008 -0.013 0.54
O -1.852 0.920 1.361 0.059 -0.089 0.002 -0.36
H -4.764 -1.175 1.705 0.010 0.002 0.028 0.40
As -2.253 -2.013 0.263 -0.016 0.285 -0.319 1.89
H 4.485 -3.888 3.606 0.000 -0.010 -0.006 0.44
O -0.156 0.268 2.839 0.111 -0.048 -0.017 -0.76
C 4.160 -5.673 2.458 -0.052 0.036 -0.028 -0.54
H 0.692 6.368 1.923 -0.006 -0.003 0.012 0.42
H 2.364 2.061 -0.736 -0.028 -0.002 0.025 0.51
H -2.201 2.543 -0.153 0.045 0.096 -0.054 0.36
As 0.834 -3.155 0.259 0.017 -0.388 0.108 0.48
H 3.601 -7.301 1.174 -0.003 0.011 0.004 0.42
H -0.812 -4.740 1.299 0.013 0.015 0.071 0.51
H -2.961 0.405 -1.324 -0.042 -0.020 -0.009 0.18
C 3.429 -0.983 -0.308 0.031 0.041 0.010 -0.46
C -4.110 -1.610 2.451 -0.003 -0.064 -0.049 -0.65
C -1.944 -3.859 -0.336 0.085 0.085 0.133 -0.98
C -4.494 -1.621 3.783 0.024 -0.009 0.022 -0.77
C -3.656 -2.160 4.749 -0.020 0.015 -0.032 -0.56
C 4.355 1.414 -1.106 0.040 0.014 -0.031 -1.34
H 1.877 -6.019 -0.016 0.004 -0.015 0.000 0.34
H 0.233 -1.416 -4.387 0.007 -0.004 -0.002 0.49
H 6.917 1.549 -1.748 -0.008 -0.004 0.004 0.37
C 0.525 -2.241 -2.431 0.024 -0.029 -0.010 0.00
C -1.006 3.860 3.416 -0.068 -0.046 0.080 -0.45
C 2.949 -3.625 2.136 -0.009 -0.029 -0.012 -0.39
C 0.825 -2.085 -3.776 0.013 -0.004 -0.006 -1.06
C -3.813 -0.260 -1.408 0.095 0.053 0.014 -0.31
H 3.478 -4.178 -3.965 -0.006 0.002 0.000 0.44
H -1.059 -3.062 2.790 0.061 -0.039 -0.009 0.26
C 4.750 -0.873 -0.672 0.005 -0.038 -0.002 -1.51
C -4.909 -2.328 -0.858 0.035 -0.096 0.045 -0.19
H 4.915 -6.243 2.982 -0.001 -0.006 -0.006 0.41
C 2.449 -5.543 0.771 -0.032 -0.007 -0.051 -0.45
H -1.761 -3.089 5.136 -0.006 -0.001 -0.006 0.44
H 6.890 -0.098 -2.386 -0.009 0.005 0.007 0.33
H 5.382 -1.751 -0.627 -0.002 0.018 -0.003 0.53
C 3.921 -4.352 2.808 0.011 -0.016 0.004 -0.81

No. 2
51
Properties=species:S:1:pos:R:3:forces:R:3:mulliken_charge:R:1 method="wB97M-V/def2-TZVPD" gap_ev=7.7 lumo_ev=0.057 total_charge=0 spin_multiplicity=1 smiles=CCN(CCO)c1nc(SC)nc2c1sc1nc(-c3ccco3)c3c(c12)CCC3
S 0.170 1.977 0.229 0.039 0.067 0.033 -0.41
H 2.215 3.219 0.372 0.228 0.104 0.055 0.61
C -2.964 -3.451 0.365 -0.040 0.000 -0.031 -0.97
C -1.663 -2.894 -0.235 0.028 -0.212 0.026 -0.26
C 2.526 -1.526 -0.986 -0.366 -0.061 0.054 -0.22
C -4.625 0.753 1.109 -0.145 1.253 0.303 0.06
C 2.110 -4.198 -1.365 0.312 0.429 0.004 -0.76
H -0.764 -3.340 0.187 0.024 -0.030 -0.097 0.21
C -0.757 -0.464 -0.009 -0.543 0.429 0.194 0.45
C -1.154 0.847 0.324 0.297 -0.587 -0.166 -0.23
H 5.749 0.838 2.221 -0.056 0.032 -0.075 0.33
H -4.382 2.879 1.516 0.185 0.142 -0.010 0.56
O -5.688 -0.084 1.149 0.205 -0.398 -0.141 -0.32
H -2.768 -3.824 1.371 -0.007 -0.020 -0.004 0.33
C 2.969 3.176 -0.416 -0.317 0.203 -0.267 -1.10
N -2.363 1.216 0.674 -0.285 0.370 0.128 -0.65
C -6.399 1.944 1.734 -0.314 -0.531 -0.054 -0.47
C -5.019 2.021 1.463 0.390 -0.728 -0.229 -0.50
C -6.749 0.643 1.526 -0.392 0.732 0.241 -0.61
H 3.811 3.797 -0.104 -0.091 -0.075 0.108 0.40
C -1.748 -1.434 0.059 0.001 0.267 0.072 0.32
H 1.273 -3.888 -1.980 -0.085 -0.100 -0.004 0.19
H -7.044 2.742 2.041 -0.188 0.109 0.062 0.46
C 4.875 1.656 -0.784 0.493 -0.154 0.401 -0.91
H -4.594 -2.224 -0.431 -0.087 -0.037 0.032 0.27
C -3.314 0.276 0.729 0.510 -0.481 -0.223 0.36
C 5.663 1.799 0.524 0.066 0.322 -0.363 -0.41
H -3.369 -4.272 -0.225 0.001 -0.057 0.059 0.36
C 2.657 0.738 -0.593 -0.263 -0.543 -0.085 0.99
H 2.066 4.749 -1.582 -0.068 0.153 -0.042 0.38
H 3.143 3.697 -2.509 0.071 0.019 -0.088 0.36
H -7.687 0.131 1.610 -0.062 -0.153 -0.021 0.47
H -1.624 -3.039 -1.318 0.075 -0.030 -0.031 0.25
H 5.233 2.396 -1.505 0.008 -0.023 -0.016 0.34
C -3.936 -2.260 0.441 -0.214 -0.168 0.047 -0.67
C 2.393 3.723 -1.722 0.120 -0.036 0.217 -1.06
H 2.536 -5.128 -1.726 0.061 -0.088 -0.037 0.41
H 6.729 1.658 0.300 -0.097 0.073 -0.025 0.38
N 3.455 1.824 -0.572 0.134 0.078 0.130 0.23
H 1.539 3.130 -2.038 -0.089 -0.039 -0.064 0.28
C 0.631 -0.540 -0.351 0.629 0.484 -0.090 -0.11
H 5.529 2.807 0.946 0.063 -0.076 -0.091 0.30
S 3.421 -2.945 -1.479 0.112 -0.441 -0.108 -0.11
N 1.248 -1.672 -0.704 -0.233 -0.215 0.040 -0.37
C -3.032 -1.064 0.436 0.222 0.113 0.020 0.60
C 1.276 0.703 -0.277 -0.402 -0.042 0.078 0.19
N 3.233 -0.413 -0.955 0.185 0.069 -0.008 -0.51
H -4.568 -2.297 1.327 -0.046 -0.036 -0.087 0.35
O 5.200 0.827 1.431 -0.110 -0.285 0.189 -0.52
H 1.801 -4.294 -0.329 -0.098 -0.088 0.016 0.23
H 5.025 0.648 -1.172 0.138 0.284 -0.053 0.47

No. 3
81
Properties=species:S:1:pos:R:3:forces:R:3:mulliken_spin:R:1 method="wB97M-V/def2-TZVPD" gap_ev="8.2 / 7.2" lumo_ev="-5.592 / -7.405" total_charge=+2 spin_multiplicity=2
C -0.604 0.908 2.975 0.099 -0.283 -1.221 0.00
H 1.325 -4.185 1.607 -0.361 0.242 -0.217 0.00
H -1.517 -1.580 -3.501 0.063 -0.046 -0.275 -0.01
H 1.968 2.274 -0.717 -0.067 0.027 -0.004 -0.01
O -3.335 2.550 -0.436 2.818 -1.602 -0.194 0.00
H -1.605 -2.405 3.358 0.302 -0.213 -0.307 0.00
H 2.056 3.932 -3.169 -0.079 -0.304 0.005 0.00
H -3.512 -3.013 -0.947 -0.091 0.149 -0.202 0.00
H -0.129 -4.096 0.595 0.331 0.375 0.113 0.01
C -2.363 1.942 -0.403 -3.429 1.662 0.867 0.00
H 3.503 -1.262 -2.902 0.034 -0.103 0.294 0.01
La -0.781 -0.359 0.527 0.088 -0.155 0.009 0.00
H 2.941 -2.561 2.366 -0.028 0.271 0.062 0.00
C 0.962 -2.283 3.187 -0.189 0.098 -0.056 0.00
N 0.342 1.124 2.037 0.233 0.548 -0.206 0.00
H 0.447 1.179 -5.240 -0.264 0.028 0.052 0.00
C 0.970 2.143 4.168 0.266 0.705 1.123 0.00
H -1.687 -1.239 -1.952 -0.829 -0.375 0.779 0.00
H 2.462 3.309 5.155 -0.211 -0.102 0.320 0.00
C -2.665 0.970 -3.671 0.047 -0.007 -0.208 0.00
H -3.215 0.769 -4.603 0.021 0.127 0.275 0.00
H -2.786 2.032 -3.423 0.034 -0.204 -0.108 0.00
C 1.524 2.767 5.273 -0.129 -0.153 -0.080 0.00
C -0.376 1.953 6.594 0.369 0.226 -0.024 0.00
H 0.384 2.789 -0.094 -0.007 0.039 -0.105 0.00
H -0.056 -1.202 -4.440 -0.206 -0.063 0.021 -0.01
C 0.661 -3.481 1.065 0.113 0.061 0.177 0.00
C 2.707 -3.394 -0.381 0.139 0.288 -0.177 0.12
O -1.639 0.203 2.653 0.758 0.830 1.140 0.00
C 0.510 2.737 -2.288 -0.220 -0.062 -0.150 0.05
H -1.871 0.806 5.489 0.186 0.175 0.109 0.00
O 1.521 3.411 1.908 0.087 -0.858 0.597 0.00
C 1.625 2.931 -3.321 -0.025 0.104 -0.182 0.01
H -1.076 3.723 -3.490 0.159 0.054 0.368 0.00
H 0.448 -1.584 3.867 0.151 -0.193 -0.240 0.00
C 1.492 -2.814 -0.036 -0.321 0.570 0.059 0.01
O 2.852 1.363 2.399 -0.833 0.582 0.218 0.00
H -4.254 -1.385 -0.865 0.356 -0.160 -0.286 0.00
C -1.219 -3.107 2.600 0.344 0.016 0.042 0.00
C -3.494 -2.004 -1.367 -0.104 -0.082 -0.109 0.00
H -3.280 -3.180 1.950 0.320 -0.221 -0.173 0.00
C 0.836 2.660 6.492 -0.052 -0.084 -0.145 0.00
H -0.965 -4.058 3.114 -0.201 0.447 -0.122 0.00
O -2.168 -1.452 -1.107 -0.298 0.071 -1.332 0.00
C 1.113 2.936 -0.895 -0.070 -0.046 -0.032 0.00
H 1.475 3.969 -0.797 -0.058 -0.250 -0.020 0.00
H 2.425 2.199 -3.187 0.009 0.193 -0.014 -0.01
C -0.599 3.791 -2.501 0.047 -0.086 -0.074 0.00
H 1.275 2.885 -4.356 0.121 0.057 0.302 0.00
C -2.279 -3.369 1.531 -0.421 -0.283 0.154 0.00
H -1.382 3.720 -1.733 0.268 0.193 -0.240 0.00
H -0.757 2.472 -4.959 0.074 -0.384 -0.010 0.00
H 4.458 -3.209 -1.611 -0.179 0.143 -0.101 0.00
H -3.135 0.381 -2.871 0.093 0.076 -0.129 0.00
H -2.195 -2.744 0.624 0.181 -0.336 0.505 0.00
N 1.028 -1.686 -0.628 0.543 -0.655 -0.168 0.11
H 1.264 3.130 7.376 -0.146 -0.110 -0.174 0.00
H -3.673 -2.043 -2.448 -0.020 0.043 0.348 0.00
H -0.130 4.789 -2.427 -0.259 -0.397 0.026 0.00
H 2.831 -1.341 3.649 -0.019 -0.135 -0.168 0.00
P -0.241 0.959 -2.262 -0.064 0.275 -0.608 0.06
H 3.038 -4.277 0.160 0.053 0.170 -0.207 0.00
C -1.192 0.584 -3.902 0.066 0.440 0.410 0.04
N 0.041 -2.523 2.034 -0.192 -0.281 -0.198 0.00
H 2.262 -0.935 2.042 -0.018 -0.222 0.172 0.00
C -0.935 1.361 5.466 0.103 0.133 -0.349 0.00
H -1.664 -1.065 -5.185 0.116 -0.073 0.281 0.00
C 1.729 -1.131 -1.689 -0.128 -0.593 0.203 0.12
C 2.320 -1.752 2.772 0.194 0.026 0.001 0.00
C 3.482 -2.791 -1.375 -0.142 -0.322 0.159 -0.03
C -0.617 1.390 -5.072 -0.103 -0.083 -0.379 0.00
H -0.876 1.875 7.561 0.167 0.034 -0.302 0.00
H 1.090 -3.236 3.733 -0.096 0.265 -0.091 0.00
H -2.229 -4.423 1.213 -0.216 0.469 -0.097 0.00
C 2.979 -1.698 -2.053 -0.205 0.251 -0.224 0.22
S 1.629 2.118 2.535 -0.577 -0.421 -0.350 0.00
C 1.191 -0.063 -2.464 1.500 -0.320 -0.338 0.35
H -1.146 1.097 -5.992 0.097 0.056 0.230 0.00
C -0.256 1.495 4.253 -0.126 -0.313 0.846 0.00
H 1.831 0.208 -3.311 -0.093 -0.183 0.232 -0.06
C -1.094 -0.906 -4.258 0.126 0.249 -0.104 0.01

ΔE to the lowest compared entry with this formula, charge and spin (kJ/mol)
0.0 0.0 0.0